Entry 1:
A molecular structure, C37H31Br3N6O12 at a distorted geometry. Source: OMol25; level of theory: wB97M-V/def2-TZVPD.

```
89
Properties=species:S:1:pos:R:3:mulliken_spin:R:1
C -4.595 -1.513 -3.861 0.000
Br -4.861 -2.550 -5.615 0.000
Br -2.939 -1.849 -2.933 0.000
Br -6.126 -1.666 -2.667 0.000
H -4.661 -0.462 -4.141 0.000
C -1.292 -0.574 1.786 -0.001
C -0.366 -1.221 2.599 0.000
C 0.344 -2.339 2.149 0.000
C 0.179 -2.831 0.864 0.001
C -0.820 -2.229 0.013 0.000
C -1.569 -1.158 0.523 0.000
N 0.834 -4.056 0.470 0.000
O 1.239 -4.181 -0.711 0.001
O 1.028 -4.968 1.331 0.000
H -1.901 0.213 2.207 0.000
H -0.283 -0.797 3.589 0.000
H 1.028 -2.797 2.848 0.000
H -1.113 -2.795 -0.858 0.000
H -2.360 -0.739 -0.081 0.000
C -2.746 0.837 5.434 0.000
C -2.407 1.953 6.263 0.000
C -1.421 1.806 7.283 0.000
C -0.766 0.520 7.388 0.000
C -1.077 -0.509 6.511 0.000
C -2.175 -0.410 5.654 0.000
N 0.401 0.324 8.328 0.000
O 0.941 1.313 8.814 0.000
O 0.721 -0.859 8.593 0.000
H -3.468 0.975 4.643 0.000
H -2.920 2.896 6.142 0.000
H -1.214 2.696 7.859 0.000
H -0.715 -1.523 6.594 0.000
H -2.653 -1.253 5.176 0.000
C 1.409 -0.909 -3.350 0.001
C 2.734 -0.661 -3.723 0.002
C 3.463 0.243 -2.935 0.001
C 2.917 0.865 -1.871 0.001
C 1.577 0.665 -1.535 -0.001
C 0.839 -0.215 -2.277 0.001
N 3.766 1.785 -1.015 0.000
O 3.204 2.309 -0.050 0.000
O 4.914 2.069 -1.313 0.000
H 0.861 -1.736 -3.778 0.001
H 3.272 -1.202 -4.486 -0.003
H 4.430 0.402 -3.390 0.000
H 1.116 1.137 -0.680 0.000
H -0.166 -0.462 -1.969 0.000
C -1.600 2.757 -1.662 0.000
C -2.727 1.993 -1.331 0.000
C -3.813 1.875 -2.198 0.000
C -3.840 2.661 -3.390 -0.001
C -2.675 3.374 -3.748 0.000
C -1.561 3.360 -2.887 0.000
N -4.968 2.580 -4.274 0.000
O -4.944 3.348 -5.258 0.000
O -5.936 1.854 -3.983 0.000
H -0.766 2.932 -0.999 0.000
H -2.660 1.545 -0.351 0.000
H -4.688 1.355 -1.835 0.000
H -2.592 3.967 -4.647 0.000
H -0.666 3.850 -3.241 0.000
C -0.098 3.027 2.118 0.000
C -0.436 4.228 1.350 0.000
C -0.782 5.357 2.073 0.000
C -0.813 5.340 3.466 0.000
C -0.480 4.197 4.225 0.000
C -0.205 3.057 3.544 0.000
N -1.053 6.598 4.262 0.000
O -1.142 6.524 5.549 0.000
O -1.243 7.638 3.670 0.000
H 0.244 2.138 1.607 0.000
H -0.337 4.330 0.279 0.000
H -1.077 6.200 1.466 0.000
H -0.501 4.137 5.303 0.000
H 0.018 2.095 3.982 0.000
C 3.490 -5.651 -2.982 0.179
C 4.135 -6.761 -3.464 0.073
C 4.948 -6.614 -4.541 0.209
C 5.084 -5.401 -5.223 0.149
C 4.496 -4.285 -4.679 0.131
C 3.706 -4.381 -3.525 0.155
N 5.953 -5.312 -6.462 -0.004
O 5.982 -4.280 -7.054 -0.025
O 6.675 -6.263 -6.762 0.041
H 2.900 -5.826 -2.095 0.008
H 4.079 -7.707 -2.946 0.006
H 5.423 -7.497 -4.943 -0.008
H 4.648 -3.343 -5.186 0.002
H 3.218 -3.541 -3.052 0.081
```

Values from the calculation:
- Spin multiplicity: 2
- <S²>: 0.77
- DFT total energy: -282480.5569 eV
- Kohn-Sham gap (alpha / beta): 6.31 / 2.26 eV
- E_HOMO (alpha / beta): -11.750 / -11.750 eV
- Net charge: +1

=====

Entry 2:
2 unconnected molecules or ions with the total composition C28H23O5S2 at a distorted geometry. Source: OMol25; level of theory: wB97M-V/def2-TZVPD.

```
58
Properties=species:S:1:pos:R:3:mulliken_charge:R:1
C -4.507 0.667 3.655 -0.419
C -4.388 1.411 2.476 -0.595
C -4.019 0.786 1.285 -0.184
C -3.768 -0.580 1.272 0.039
S -3.179 -1.330 -0.247 1.486
C -1.406 -1.556 -0.102 0.540
C -0.812 -2.706 -0.475 -1.064
S -0.255 -0.316 0.492 1.095
C 0.240 -0.958 2.097 0.276
C -0.450 -0.506 3.219 -0.328
C -0.157 -1.040 4.471 -0.727
C 0.833 -2.015 4.599 -0.404
C 1.524 -2.461 3.469 -0.715
C 1.212 -1.954 2.206 -0.171
O 0.895 -0.460 -0.370 -0.432
O -0.899 0.960 0.696 -0.708
O -3.783 -2.633 -0.297 -0.738
O -3.368 -0.377 -1.316 -0.643
C -3.971 -1.349 2.419 -0.364
C -4.311 -0.719 3.620 -0.508
H -4.753 1.166 4.598 0.363
H -4.573 2.487 2.475 0.373
H -3.921 1.351 0.363 0.445
H 0.252 -2.855 -0.364 0.169
H -1.417 -3.529 -0.825 0.371
H -1.205 0.268 3.094 0.503
H -0.704 -0.668 5.333 0.419
H 1.058 -2.431 5.581 0.363
H 2.318 -3.197 3.566 0.390
H 1.723 -2.309 1.312 0.311
H -3.849 -2.428 2.375 0.414
H -4.417 -1.309 4.534 0.398
C 3.941 5.009 -0.596 -0.427
C 2.684 4.954 -1.210 -0.555
C 2.194 3.744 -1.667 -0.564
C 2.891 2.521 -1.441 0.328
C 2.336 1.248 -1.776 -0.567
C 1.274 1.122 -2.720 0.749
C 1.058 -0.219 -3.383 0.374
C -0.193 -0.458 -3.958 -0.526
C -0.480 -1.698 -4.513 -0.483
C 0.496 -2.700 -4.537 -0.413
C 1.777 -2.429 -4.050 -0.587
C 2.067 -1.180 -3.499 -0.278
O 0.525 2.060 -3.072 -0.878
C 4.226 2.621 -0.954 -0.524
C 4.722 3.843 -0.521 -0.399
H 4.316 5.948 -0.191 0.337
H 2.093 5.859 -1.344 0.340
H 1.271 3.712 -2.240 0.402
H 2.809 0.343 -1.390 0.165
H -0.921 0.353 -3.963 0.409
H -1.477 -1.859 -4.910 0.373
H 0.247 -3.682 -4.928 0.370
H 2.548 -3.194 -4.082 0.374
H 3.075 -0.935 -3.165 0.398
H 4.842 1.718 -0.979 0.313
H 5.735 3.889 -0.122 0.315
```

Values from the calculation:
- DFT total energy: -61315.3136 eV
- Kohn-Sham gap: 3.98 eV
- E_HOMO: -2.279 eV
- Net charge: -1

=====

Entry 3:
A molecular structure, C40H35N2O5Pd at a distorted geometry. Source: OMol25; level of theory: wB97M-V/def2-TZVPD.

```
83
Properties=species:S:1:pos:R:3:mulliken_charge:R:1
Pd -0.451 1.013 1.274 0.755
C 2.406 -1.417 -3.592 -1.732
C 1.488 -2.238 -2.698 1.656
C 1.342 -3.678 -3.155 -1.635
O 1.965 -2.252 -1.366 -0.460
C 1.174 -1.386 -0.536 0.230
C 0.065 -0.876 -1.456 -0.622
O 0.207 -1.647 -2.663 -0.483
C -1.343 -1.044 -0.827 2.756
O -1.354 -0.639 0.483 -1.139
C -2.411 -0.213 -1.559 -0.073
C -2.128 1.020 -2.133 -0.189
C -3.134 1.808 -2.681 -0.942
C -4.455 1.379 -2.654 -0.481
C -4.754 0.161 -2.059 -0.839
C -3.745 -0.617 -1.519 -0.455
C -1.703 -2.543 -0.864 -0.442
C -1.664 -3.269 0.319 -0.126
C -1.941 -4.633 0.338 -0.808
C -2.278 -5.295 -0.831 -0.436
C -2.339 -4.577 -2.023 -0.903
C -2.052 -3.218 -2.036 0.235
C 1.964 -0.205 0.147 4.013
O 1.202 0.928 0.172 -0.521
C 3.209 0.122 -0.688 -1.371
C 3.298 1.348 -1.333 -0.304
C 4.404 1.667 -2.116 -0.580
C 5.447 0.766 -2.256 -0.419
C 5.377 -0.460 -1.598 -0.966
C 4.269 -0.776 -0.825 0.136
C 2.350 -0.535 1.600 -0.355
C 3.531 -0.028 2.148 -0.705
C 3.840 -0.202 3.487 -0.775
C 2.964 -0.878 4.323 -0.521
C 1.773 -1.366 3.800 -1.028
C 1.473 -1.200 2.454 -0.197
H 3.421 -1.816 -3.570 0.320
H 2.439 -0.383 -3.255 0.269
H 2.033 -1.442 -4.619 0.459
H 2.319 -4.165 -3.183 0.360
H 0.901 -3.715 -4.153 0.310
H 0.691 -4.205 -2.458 0.393
H 0.752 -2.017 0.241 -0.142
H 0.239 0.182 -1.673 0.365
H -1.121 1.391 -2.138 0.294
H -2.880 2.766 -3.121 0.414
H -5.242 1.989 -3.084 0.385
H -5.783 -0.184 -2.007 0.388
H -3.995 -1.558 -1.042 0.438
H -1.423 -2.731 1.229 0.112
H -1.896 -5.174 1.278 0.404
H -2.500 -6.357 -0.818 0.370
H -2.605 -5.080 -2.947 0.372
H -2.095 -2.672 -2.969 0.401
H 2.485 2.046 -1.209 0.017
H 4.448 2.629 -2.615 0.376
H 6.311 1.014 -2.864 0.367
H 6.188 -1.175 -1.693 0.378
H 4.222 -1.733 -0.323 0.401
H 4.215 0.527 1.519 0.364
H 4.767 0.205 3.880 0.398
H 3.198 -1.006 5.374 0.369
H 1.057 -1.863 4.443 0.418
H 0.526 -1.554 2.083 0.415
O -1.723 1.151 2.869 -0.535
C -2.284 2.169 3.425 0.556
C -3.115 1.962 4.558 -0.737
C -3.696 3.001 5.237 -0.274
C -3.482 4.327 4.852 -0.804
C -2.680 4.560 3.752 -0.661
C -2.083 3.524 3.035 0.054
C -1.278 3.837 1.882 0.598
N -0.348 3.136 1.282 -0.358
C 0.054 3.863 0.178 0.041
C -0.612 5.038 0.132 -0.869
N -1.463 5.009 1.213 -0.032
H -3.264 0.929 4.867 0.411
H -4.321 2.784 6.106 0.350
H -3.925 5.156 5.404 0.356
H -2.485 5.593 3.459 0.344
H 0.805 3.483 -0.502 0.243
H -0.594 5.858 -0.569 0.415
H -2.169 5.682 1.438 0.215
```

Values from the calculation:
- DFT total energy: -58747.7352 eV
- Kohn-Sham gap: 7.29 eV
- E_HOMO: -4.722 eV
- Net charge: -1

=====

Entry 4:
2 unconnected molecules or ions with the total composition C2HClN2O at a distorted geometry. Source: OMol25; level of theory: wB97M-V/def2-TZVPD.

```
7
Properties=species:S:1:pos:R:3:mulliken_charge:R:1
C 0.662 -1.589 -0.006 0.089
C 0.102 1.117 -0.077 0.268
N 1.337 -2.405 0.391 -0.264
N -0.811 0.184 -0.624 -0.114
O -0.160 2.024 0.622 -0.360
Cl -2.307 -0.038 0.060 0.103
H 1.176 0.706 -0.366 0.277
```

Values from the calculation:
- DFT total energy: -19633.8011 eV
- Kohn-Sham gap (alpha / beta): 7.75 / 7.81 eV
- E_HOMO (alpha / beta): -11.472 / -11.278 eV
- Net charge: 0

=====

Entry 5:
5 unconnected molecules or ions with the total composition C21H31F17N5O8 at a distorted geometry. Source: OMol25; level of theory: wB97M-V/def2-TZVPD.

```
82
Properties=species:S:1:pos:R:3:mulliken_charge:R:1
C 3.341 -0.771 0.106 -0.083
C 2.591 0.278 1.122 0.190
C 1.565 1.327 0.341 -0.389
C 0.437 0.558 -0.582 0.132
C -0.043 1.498 -1.872 -0.530
C -1.212 2.496 -1.285 -0.485
C -2.673 1.902 -1.830 -0.161
C -3.855 2.527 -0.882 -0.203
C -4.559 1.361 0.090 -0.318
N -5.038 0.149 -0.693 -0.558
C -6.010 -0.612 0.221 0.715
F -7.293 0.184 0.166 -0.370
F -5.555 -0.535 1.632 -0.361
C -6.385 -2.115 -0.308 0.407
F -7.752 -2.397 0.284 -0.350
F -6.660 -2.085 -1.793 -0.271
C -5.446 -3.331 0.190 0.484
F -6.039 -4.599 -0.379 -0.313
F -5.665 -3.469 1.680 -0.295
C -3.839 -3.233 -0.024 0.666
F -3.199 -1.974 0.476 -0.218
F -3.282 -4.299 0.898 -0.322
C -3.271 -3.601 -1.512 0.418
F -3.612 -5.000 -1.970 -0.289
F -3.915 -2.715 -2.556 -0.281
C -1.665 -3.402 -1.745 0.494
F -1.214 -1.961 -1.680 -0.044
F -1.415 -3.792 -3.185 -0.317
C -0.669 -4.332 -0.855 0.574
F -0.329 -3.615 0.430 -0.255
F -1.148 -5.697 -0.548 -0.264
C 0.808 -4.540 -1.612 0.541
F 1.357 -3.289 -2.182 -0.189
F 1.789 -4.981 -0.552 -0.258
F 0.762 -5.683 -2.587 -0.243
H 3.406 -0.233 -0.945 0.143
H 2.601 -1.688 -0.035 -0.051
H 4.396 -1.146 0.491 -0.104
H 3.423 0.946 1.618 -0.218
H 1.931 -0.290 1.924 0.282
H 0.955 1.951 1.155 0.250
H 2.144 2.074 -0.352 0.119
H 0.828 -0.450 -1.064 -0.228
H -0.532 0.304 0.024 0.113
H -0.548 0.814 -2.700 0.287
H 0.868 2.043 -2.366 0.225
H -1.170 2.486 -0.094 0.177
H -1.019 3.600 -1.639 0.244
H -2.656 0.722 -1.865 -0.029
H -2.811 2.349 -2.904 0.175
H -3.323 3.265 -0.115 -0.154
H -4.660 3.167 -1.440 0.392
H -5.470 1.930 0.608 0.334
H -3.721 1.088 0.890 -0.014
C 5.893 1.779 -3.426 -0.780
N 5.106 2.126 -2.212 0.825
O 4.083 2.801 -2.374 -0.495
O 5.538 1.711 -1.130 -0.429
H 5.399 2.207 -4.301 0.302
H 6.892 2.200 -3.302 0.290
H 5.927 0.690 -3.496 0.297
C 7.652 -3.035 1.424 -0.791
N 6.278 -2.467 1.388 0.800
O 5.867 -1.912 2.414 -0.478
O 5.650 -2.593 0.330 -0.511
H 8.084 -2.852 2.410 0.300
H 7.571 -4.107 1.232 0.301
H 8.236 -2.535 0.649 0.297
C 5.311 3.871 3.415 -0.806
N 4.482 2.717 2.973 0.804
O 3.446 2.489 3.609 -0.488
O 4.894 2.074 2.001 -0.467
H 4.832 4.342 4.276 0.291
H 6.296 3.484 3.687 0.298
H 5.376 4.570 2.579 0.301
C -3.795 4.244 3.406 -0.823
N -4.382 4.097 2.047 0.967
O -5.457 3.492 1.957 -0.523
O -3.748 4.593 1.108 -0.580
H -4.455 3.762 4.130 0.323
H -2.816 3.760 3.395 0.293
H -3.708 5.312 3.613 0.284
```

Values from the calculation:
- DFT total energy: -92282.9497 eV
- Kohn-Sham gap: 4.68 eV
- E_HOMO: -3.275 eV
- Net charge: -1